Entry A
C4H12N2P | the ωB97M-V functional and the def2-TZVPD basis

Each line ends with the natural charge from an NBO analysis.
Geometry (Å):
C (-2.03286, -1.60242, 0.20285)  -0.634
C (0.49313, 2.54464, -0.15570)  -0.218
C (-0.78845, -0.76337, 0.61071)  -0.413
C (-0.07395, -0.24998, -0.64156)  -0.264
N (1.16094, 0.41075, -0.24966)  -0.012
N (2.08730, -0.36612, -0.05549)  -0.365
P (3.63996, -0.66659, 0.47652)  0.652
H (-2.42443, -2.07128, 1.16278)  0.242
H (-2.89433, -0.99826, -0.37360)  0.223
H (-1.86665, -2.51059, -0.47759)  0.231
H (0.66650, 2.93207, -1.25348)  0.254
H (1.05421, 2.95693, 0.68706)  0.223
H (-0.45554, 2.12670, 0.08877)  0.198
H (-0.06301, -1.50905, 1.07826)  0.224
H (-1.04419, 0.06441, 1.18703)  0.207
H (0.18747, -1.12598, -1.26486)  0.239
H (-0.79207, 0.50782, -1.27320)  0.217
H (4.34806, 0.41249, 0.29930)  -0.045
H (4.02492, -1.43521, -0.69298)  0.041

Output
- total charge = +1
- Kohn-Sham gap (spin up / spin down) (eV) = 8.4 / 8.4
- multiplicity = 1

---

Entry B
C4H12N2P | the ωB97M-V functional and the def2-TZVPD basis

Each line ends with the natural charge from an NBO analysis.
Geometry (Å):
C (-3.02965, -0.20667, -1.07450)  0.041
N (-1.99268, -0.15036, -0.35659)  -0.815
P (-1.48133, 1.24875, 0.43997)  0.708
C (0.36333, 0.65229, 1.09891)  -0.471
N (0.87618, -0.30820, 0.12404)  -0.367
C (0.96332, 0.22804, -1.23689)  -0.410
C (2.12269, -0.85696, 0.72408)  -0.415
H (-3.35593, -1.15841, -1.65174)  0.205
H (-3.55447, 0.71142, -1.24381)  0.162
H (-2.28851, 1.10027, 1.62057)  0.005
H (1.07931, 1.43442, 1.18677)  0.229
H (0.35384, 0.23556, 2.12367)  0.242
H (0.12813, -1.03918, 0.08075)  0.458
H (1.83753, 0.87996, -1.28268)  0.233
H (1.20843, -0.58823, -1.85201)  0.229
H (-0.02055, 0.69124, -1.44891)  0.242
H (2.46684, 0.05686, 1.33147)  0.243
H (1.68652, -1.49833, 1.48807)  0.229
H (2.63698, -1.43245, -0.07116)  0.250

Output
- total charge = +1
- Kohn-Sham gap (eV) = 9.7
- multiplicity = 1

---

Energy relative to the most stable one, in eV: entry A 3.499; entry B 0.000

---

Entry A
C2H7N2OP | the ωB97M-V functional and the def2-TZVPD basis

Each line ends with the natural charge from an NBO analysis.
Geometry (Å):
C (0.53547, 2.65695, 0.18607)  -0.177
C (-1.01807, -1.33709, -1.05522)  -1.064
N (1.08941, 1.82893, -0.53051)  -0.377
N (0.75853, -1.38763, 0.84051)  -1.162
O (-1.14649, 0.19305, 1.46723)  -1.031
P (-0.40316, -0.30482, 0.30258)  1.862
H (0.90340, 3.65299, 0.23024)  0.170
H (-0.14425, 2.58840, 1.07075)  0.200
H (-0.23411, -1.39465, -1.90316)  0.270
H (-0.94347, -2.43714, -0.76326)  0.257
H (-2.11794, -1.19350, -1.33529)  0.272
H (1.21223, -1.92682, 0.14124)  0.382
H (1.50843, -0.93867, 1.34880)  0.398

Output
- total charge = 0
- Kohn-Sham gap (spin up / spin down) (eV) = 8.6 / 7.7
- multiplicity = 1

---

Entry B
C2H7N2OP | the ωB97M-V functional and the def2-TZVPD basis

Each line ends with the natural charge from an NBO analysis.
Geometry (Å):
C (1.66469, 0.33493, -1.48195)  0.016
N (1.53818, 0.89769, -0.37367)  -0.772
P (0.17597, 1.08426, 0.57615)  2.130
C (-1.19501, -0.28452, -0.39884)  -0.921
N (0.90759, 0.29600, 1.98319)  -1.204
O (-0.19110, 2.44312, 0.80100)  -1.068
H (2.69903, 0.20354, -1.72883)  0.170
H (0.92146, -0.28935, -1.99631)  0.156
H (-0.55118, -1.18564, -0.52678)  0.210
H (-2.08314, -0.47515, 0.26430)  0.239
H (-1.55261, -0.00192, -1.40014)  0.226
H (1.68272, -0.34371, 1.80574)  0.401
H (1.00558, 0.91625, 2.82539)  0.416

Output
- total charge = 0
- Kohn-Sham gap (eV) = 10.2
- multiplicity = 1

---

Energy relative to the most stable one, in eV: entry A 1.997; entry B 0.000